Entry 1:
{"formula": "C6H6ClNO2", "method": "ωB97M-V/def2-TZVPD", "symbols": ["C", "C", "C", "C", "C", "C", "N", "O", "O", "Cl", "H", "H", "H", "H", "H", "H"], "positions_angstrom": [[-2.328284, 1.473549, -0.868074], [-1.008408, 1.215894, -0.651403], [-2.984725, 0.369587, -0.355586], [-0.954753, 0.008235, 0.085729], [0.092175, -0.788016, 0.332878], [2.396389, -0.941720, 0.748065], [-0.906497, -2.531385, 0.703931], [-2.189234, -0.457042, 0.228502], [1.303069, -0.574591, -0.062804], [0.107357, -3.809948, 0.705709], [-2.641808, 2.395322, -1.266547], [-0.245155, 1.853867, -0.811863], [-4.042165, 0.336047, -0.138352], [2.382888, -0.287904, 1.638650], [3.398116, -0.781167, 0.247897], [2.292022, -1.958243, 1.103171]], "forces_ev_per_a": [[-0.2, -0.7, 0.0], [-0.9, -2.5, 2.0], [-2.0, 2.6, 0.0], [0.4, 3.1, -2.6], [-0.5, -6.6, 2.1], [1.4, 0.1, 1.3], [1.4, 4.3, -0.5], [-0.6, -1.1, 0.7], [-0.3, 1.3, -1.1], [1.2, -1.2, 0.0], [-1.0, 0.5, -0.5], [2.6, 1.7, -0.7], [0.0, -0.7, -0.3], [0.1, -0.2, -0.4], [-1.6, -0.2, 0.0], [0.0, -0.3, -0.1]], "mulliken_charge": [-0.378, -0.460, -0.428, 0.130, 0.415, -0.453, -0.264, -0.257, -0.205, -0.158, 0.436, 0.523, 0.382, 0.292, 0.207, 0.219], "e_tot_ha": -897.37558, "multiplicity": 1, "gap_ev": [5.915, 5.874], "lumo_ev": [-0.979, -0.986]}


Entry 2:
{"formula": "S2", "method": "ωB97M-V/def2-TZVPD", "symbols": ["S", "S"], "positions_angstrom": [[0.000000, 0.000000, 1.813687], [0.000000, 0.000000, -1.813687]], "forces_ev_per_a": [[0.0, 0.0, -2.6], [0.0, 0.0, 2.6]], "mulliken_charge": [0.000, 0.000], "e_tot_ha": -796.04157, "multiplicity": 1, "gap_ev": 4.037, "lumo_ev": -5.359}


Entry 3:
{"formula": "C4H8FN3", "method": "ωB97M-V/def2-TZVPD", "symbols": ["C", "C", "C", "C", "H", "H", "H", "H", "H", "H", "H", "H", "N", "N", "N", "F"], "positions_angstrom": [[2.481907, -0.189832, 0.476957], [1.182541, -0.556923, -0.146098], [0.116082, 0.492609, -0.017107], [-3.479586, 0.078236, -0.083628], [3.000407, -1.111795, 0.728421], [2.303174, 0.324275, 1.438654], [0.801721, -1.500597, 0.457704], [1.538571, -0.777107, -1.201536], [1.233584, 1.796470, 0.031645], [-1.241983, -1.061123, -1.052657], [-4.346496, 0.679860, -0.044677], [-3.602456, -0.956286, -0.450491], [0.253243, 1.703005, 0.033774], [-1.187550, -0.127714, 0.141399], [-2.308894, 0.620191, 0.105111], [3.255739, 0.586738, -0.417474]], "forces_ev_per_a": [[0.3, 0.2, 1.0], [-0.1, -2.1, 0.2], [-2.4, -3.3, -0.6], [3.2, -0.1, -0.6], [0.5, 0.1, -0.3], [0.5, 0.3, -0.5], [0.7, 1.6, -1.7], [-1.3, -0.1, 0.9], [1.7, 1.3, -0.2], [0.3, 2.5, 3.9], [-0.6, 0.7, 0.2], [0.3, 0.2, 0.3], [-0.4, 2.5, 0.4], [-0.3, -3.2, -4.5], [-1.9, -0.4, 0.6], [-0.4, -0.4, 0.8]], "mulliken_charge": [-0.693, -0.213, 0.314, -0.289, 0.309, 0.401, 0.307, 0.240, 0.328, 0.264, 0.287, 0.232, -0.631, -0.072, -0.497, -0.287], "e_tot_ha": -421.18624, "multiplicity": 1, "gap_ev": 9.312, "lumo_ev": -0.032}


Entry 4:
{"formula": "C29H45BrN5O7", "method": "ωB97M-V/def2-TZVPD", "symbols": ["C", "C", "N", "C", "C", "C", "C", "C", "C", "O", "O", "C", "C", "O", "O", "C", "O", "C", "C", "O", "C", "C", "O", "C", "C", "N", "Br", "H", "H", "H", "H", "H", "H", "H", "H", "H", "H", "H", "H", "H", "H", "H", "H", "H", "H", "H", "H", "H", "H", "H", "H", "C", "C", "C", "C", "N", "H", "H", "H", "H", "H", "H", "H", "C", "C", "C", "C", "N", "H", "H", "H", "H", "H", "H", "H", "C", "C", "C", "C", "N", "H", "H", "H", "H", "H", "H", "H"], "positions_angstrom": [[-3.108721, -1.574199, 1.721053], [-3.447800, 0.023742, 1.387523], [-2.460041, 0.992004, 2.000028], [-1.781047, 1.871154, 0.970593], [-0.255688, 1.584388, 0.347146], [0.655088, 0.279081, 0.845095], [0.986526, 0.306905, 2.465109], [2.585359, 0.285172, 2.827689], [3.034648, 1.868836, 3.066862], [4.003295, 2.330273, 2.265144], [2.367363, 2.751188, 4.080999], [0.297063, 2.644503, -0.821273], [1.778068, 2.461129, -1.573801], [2.165300, 1.245455, -2.051354], [2.723764, 3.569214, -1.819203], [3.472149, 3.937593, -0.607699], [2.636108, 4.426298, 0.500152], [2.153336, 5.798080, 0.276017], [1.441806, 6.546701, 1.591233], [2.200509, 6.484339, -0.868593], [-0.638603, 3.907313, -1.294610], [-0.255564, 5.040442, -2.416660], [-1.282165, 5.026399, -3.506626], [-1.298417, 3.724298, -4.192895], [-2.109238, 4.076133, -0.544201], [-2.595707, 3.094108, 0.498744], [-4.317466, 3.462358, 1.241519], [-1.967795, -1.764485, 1.529915], [-3.346947, -1.839847, 2.858669], [-3.820028, -2.274537, 1.071097], [-4.489316, 0.226996, 1.934537], [-3.664522, 0.207420, 0.239558], [-1.788201, 0.534860, 2.654335], [0.070702, -0.711128, 0.523338], [1.697633, 0.213670, 0.300526], [0.374873, 1.165911, 3.014408], [0.533331, -0.708448, 2.897067], [2.776770, -0.323616, 3.827458], [3.138269, -0.223449, 1.925477], [1.767027, 3.373044, 3.553421], [4.211674, 4.816932, -0.932007], [4.175442, 3.046619, -0.286620], [0.272565, 6.390104, 1.567252], [1.734574, 7.680916, 1.546846], [1.859591, 6.011249, 2.569342], [0.774550, 4.885632, -2.949997], [-0.335704, 6.094996, -1.866894], [-0.393759, 3.022751, -3.930435], [-1.336574, 3.810264, -5.377720], [-2.326682, 3.200016, -3.892762], [-2.801539, 4.982914, -0.858674], [-5.024425, -1.104702, -4.850086], [-3.706497, -0.639377, -5.461243], [-2.638360, -0.333120, -4.409607], [-3.123456, 0.778764, -3.493664], [-3.525852, 1.701129, -2.733780], [-5.472768, -0.330984, -4.218851], [-5.746911, -1.339063, -5.638229], [-4.878739, -2.004856, -4.242047], [-3.894100, 0.252448, -6.071699], [-3.332693, -1.418075, -6.135138], [-1.710242, -0.017450, -4.897738], [-2.420980, -1.224292, -3.810921], [4.806925, -3.052840, 0.210963], [4.933323, -3.939335, 1.445921], [3.621553, -4.634122, 1.816300], [2.557030, -3.592672, 2.120821], [1.673895, -2.728747, 2.373424], [4.097395, -2.234950, 0.371374], [5.773459, -2.600532, -0.032573], [4.473765, -3.633831, -0.656600], [5.280835, -3.327552, 2.287443], [5.701073, -4.698731, 1.261230], [3.767658, -5.267159, 2.697912], [3.277901, -5.271137, 0.994119], [-0.196392, -5.604510, 2.784771], [-0.397732, -7.013053, 2.234823], [-1.142782, -7.029169, 0.898675], [-2.522693, -6.415902, 1.072763], [-3.667426, -5.907132, 1.217132], [-1.151194, -5.112518, 2.995492], [0.364362, -5.639964, 3.724121], [0.363356, -4.983080, 2.076449], [-0.947822, -7.607280, 2.974753], [0.581340, -7.487088, 2.104659], [-1.249532, -8.058556, 0.540501], [-0.589138, -6.462252, 0.142401]], "forces_ev_per_a": [[-0.2, 0.4, 0.1], [-2.5, -1.4, 0.6], [1.7, 1.5, -3.1], [1.5, 0.3, -0.9], [-1.3, 2.7, -1.6], [-0.2, 0.2, -0.1], [-1.4, -1.3, 0.7], [-1.1, 1.0, 0.8], [4.5, 1.8, -4.2], [-6.2, -2.4, 5.2], [0.3, -1.7, -3.5], [-2.9, 1.2, 1.1], [2.7, -5.8, -2.4], [-3.1, 8.1, 3.4], [-2.5, -2.0, 2.5], [2.2, 1.0, -0.4], [-0.3, 2.7, -2.1], [-0.6, 3.3, -3.8], [0.8, -1.5, -0.1], [0.2, -5.0, 6.8], [-1.4, -2.5, 3.2], [-1.0, 0.2, -0.3], [1.8, -1.3, 1.2], [-1.4, -1.3, -0.8], [2.9, -2.4, -0.3], [3.7, -0.2, -1.9], [1.3, -0.5, -0.5], [-2.2, 0.1, 0.2], [0.6, 0.8, -2.5], [1.8, 1.6, 1.3], [2.2, -0.4, -1.3], [0.9, -0.3, 2.4], [-0.5, 0.6, -1.1], [1.2, 2.3, 0.9], [-2.3, 0.6, 0.7], [1.6, -1.6, -1.2], [1.1, 2.3, -0.9], [-0.5, 1.3, -2.2], [-0.7, 1.4, 2.0], [1.4, -1.1, 0.9], [-2.0, -1.9, 0.4], [-2.1, 1.7, -0.1], [2.4, 0.4, -0.2], [-0.6, -2.4, 0.0], [-0.9, 1.4, -2.1], [-1.7, 0.2, 1.7], [0.3, -2.3, -1.4], [-1.6, 1.4, -0.3], [0.3, 0.4, 2.6], [2.6, 1.0, -0.6], [1.4, -2.3, 0.9], [-0.1, -0.1, 0.0], [-0.4, 0.0, -0.2], [-0.5, 0.9, 0.4], [-2.5, 6.0, 5.3], [3.1, -7.4, -5.8], [0.1, -0.1, 0.0], [0.1, 0.0, 0.1], [-0.1, 0.1, -0.1], [0.2, -0.1, 0.1], [0.1, 0.2, 0.1], [-0.1, 0.1, 0.3], [-0.1, 0.2, 0.1], [0.1, 0.0, -0.1], [0.3, 0.3, -0.2], [-0.6, 0.8, 0.3], [-6.1, 5.6, 1.7], [7.1, -6.9, -2.1], [0.0, -0.1, 0.0], [-0.2, -0.1, 0.0], [0.0, 0.1, 0.1], [-0.1, -0.2, -0.1], [-0.2, 0.0, 0.1], [-0.2, 0.2, -0.1], [-0.1, 0.2, 0.1], [0.1, 0.0, 0.0], [0.1, 0.1, 0.4], [-1.0, 0.3, 0.4], [-7.8, 3.4, 0.7], [9.2, -4.0, -1.1], [0.1, -0.1, -0.1], [0.0, 0.0, -0.1], [-0.2, -0.1, 0.2], [0.1, 0.0, -0.2], [-0.2, 0.0, -0.1], [-0.2, 0.2, 0.0], [-0.2, 0.0, 0.1]], "mulliken_charge": [-0.838, -0.339, -0.213, -0.169, 0.379, -0.224, -0.823, 0.187, 0.162, -0.563, -0.467, 0.777, -0.029, -0.534, -0.242, -0.232, -0.067, 0.605, -0.811, -0.543, 0.148, -0.555, -0.419, -0.348, -0.467, 0.016, 0.101, 0.123, 0.289, 0.359, 0.266, 0.227, 0.360, 0.198, 0.273, 0.548, 0.284, 0.357, -0.070, 0.332, 0.302, 0.247, 0.191, 0.328, 0.240, 0.329, 0.288, 0.144, 0.308, 0.075, 0.443, -1.119, -0.453, -0.230, 0.283, -0.596, 0.327, 0.332, 0.299, 0.297, 0.325, 0.280, 0.316, -0.890, -0.513, -0.347, 0.359, -0.565, 0.095, 0.336, 0.321, 0.302, 0.327, 0.340, 0.300, -0.877, -0.534, -0.316, 0.224, -0.500, 0.360, 0.362, 0.001, 0.308, 0.328, 0.325, 0.259], "charge": 1, "e_tot_ha": -4505.57668, "multiplicity": 1, "gap_ev": 7.336, "lumo_ev": -4.682}


Entry 5:
{"formula": "C15H50F6O10P", "method": "ωB97M-V/def2-TZVPD", "symbols": ["P", "F", "F", "F", "F", "F", "F", "C", "C", "O", "H", "H", "H", "H", "H", "H", "C", "C", "O", "H", "H", "H", "H", "H", "H", "C", "C", "O", "H", "H", "H", "H", "H", "H", "C", "C", "O", "H", "H", "H", "H", "H", "H", "C", "C", "O", "H", "H", "H", "H", "H", "H", "C", "C", "O", "H", "H", "H", "H", "H", "H", "O", "H", "H", "O", "H", "H", "O", "H", "H", "C", "C", "C", "O", "H", "H", "H", "H", "H", "H", "H", "H"], "positions_angstrom": [[0.221757, -0.597425, -0.619861], [0.986206, -1.301204, 0.634349], [0.928711, -1.653567, -1.662176], [-1.026331, -1.549029, -0.399134], [-0.366109, 0.078167, -1.992136], [-0.460077, 0.567390, 0.272685], [1.544992, 0.335243, -0.778408], [3.757956, 2.447276, 2.691562], [3.215606, 1.448294, 1.692373], [2.600742, 0.347536, 2.384647], [3.110909, 3.015765, 3.356130], [4.415286, 3.166865, 2.191104], [4.505369, 1.935346, 3.309234], [4.081914, 1.099500, 1.128302], [2.511851, 1.883621, 0.985521], [1.975935, -0.024518, 1.744518], [-3.882263, 1.858134, 1.108691], [-3.781665, 1.081874, -0.184415], [-2.695445, 1.619548, -0.941727], [-4.812882, 1.577791, 1.623463], [-4.105217, 2.897375, 0.846464], [-3.033759, 1.798890, 1.782302], [-4.683485, 1.149041, -0.793912], [-3.590054, 0.036148, 0.081128], [-1.931232, 1.031403, -0.836974], [-3.232854, -2.680744, 1.878381], [-2.322391, -2.054999, 2.878980], [-2.496707, -2.550933, 4.208874], [-4.275801, -2.476677, 2.156803], [-3.145184, -3.767631, 1.923966], [-3.045247, -2.275602, 0.886180], [-2.372743, -0.962982, 2.959264], [-1.300582, -2.193404, 2.512465], [-3.423245, -2.399000, 4.422337], [0.983763, -4.623167, 1.153910], [0.626591, -6.101266, 1.230673], [0.567414, -6.444547, 2.612917], [0.100568, -3.993923, 1.027555], [1.615208, -4.357713, 0.305435], [1.467767, -4.279522, 2.065999], [1.379820, -6.747501, 0.762597], [-0.329323, -6.389502, 0.779467], [0.539325, -7.384325, 2.791946], [-1.703321, 4.919149, -0.524453], [-0.303376, 4.383850, -0.259598], [0.573191, 4.601639, -1.385086], [-1.647518, 5.987976, -0.739098], [-2.323849, 4.731616, 0.351310], [-2.101651, 4.394770, -1.392652], [-0.348491, 3.293426, -0.187638], [0.125114, 4.836526, 0.632396], [0.019203, 4.304694, -2.128555], [-0.924163, 1.523371, 4.133397], [-0.252470, 0.164266, 4.074877], [1.032546, 0.279646, 4.703624], [-1.943172, 1.433000, 3.741614], [-0.408699, 2.244539, 3.499783], [-0.900602, 1.822303, 5.181368], [0.014657, -0.066100, 3.038181], [-0.800477, -0.581648, 4.652448], [1.728962, 0.162458, 4.039499], [3.833687, -2.634590, -1.095617], [3.790922, -2.845684, -0.157104], [2.934573, -2.787614, -1.414059], [2.910331, 2.419786, -2.023692], [2.526405, 1.738720, -1.453786], [2.336898, 3.189482, -1.901942], [-0.717586, 2.860768, -3.282286], [-1.671023, 2.737237, -3.354457], [-0.414123, 2.092441, -2.777958], [1.849267, -0.092516, -6.762418], [0.859358, -0.295759, -5.620076], [0.836218, -1.752958, -5.121310], [1.066991, 0.600976, -4.548453], [1.779902, -0.901836, -7.488738], [2.884662, -0.080227, -6.417331], [1.570990, 0.848018, -7.238473], [-0.123421, -0.034886, -6.047928], [-0.079574, -2.001288, -4.586981], [1.724182, -1.895887, -4.504587], [0.917614, -2.417975, -5.984509], [0.522750, 0.252285, -3.831194]], "forces_ev_per_a": [[2.5, -0.4, -1.3], [-0.6, 0.2, 0.2], [-0.3, -0.5, 0.8], [-0.4, 0.1, -0.3], [-1.0, 0.4, 0.5], [0.1, -0.5, 0.2], [-0.2, 0.2, 0.2], [1.4, 0.2, 0.2], [0.0, 0.2, 0.6], [-0.1, 0.3, -0.6], [-0.5, -0.3, -0.2], [-0.4, 0.1, -0.3], [-0.4, -0.2, 0.3], [-0.1, -0.2, -0.2], [-0.1, 0.1, 0.1], [0.2, -0.3, 0.2], [-1.8, 0.7, -0.2], [1.2, 0.0, 0.5], [-0.1, -0.4, -0.4], [0.3, -0.3, 0.3], [0.5, 0.1, 0.1], [0.1, -0.1, -0.2], [-0.1, 0.0, 0.1], [-0.1, -0.1, -0.4], [-0.4, 0.4, 0.0], [-1.1, 0.0, 0.3], [0.9, 0.8, 0.2], [0.2, -0.3, -0.3], [0.0, 0.1, -0.2], [0.3, 0.0, -0.3], [0.0, -0.2, -0.1], [-0.5, 0.0, -0.5], [0.1, -0.5, 0.7], [0.1, 0.0, 0.1], [-0.6, 0.4, -0.4], [0.4, -0.8, 0.3], [0.0, 0.5, 0.8], [-0.1, -0.1, 0.1], [0.1, -0.3, 0.0], [0.1, -0.3, 0.0], [0.1, 0.3, -0.2], [0.0, 0.5, -0.2], [0.0, -0.2, -0.5], [0.6, 0.0, 0.0], [0.1, -0.5, -0.9], [-0.5, 0.5, 0.3], [-0.1, 0.0, 0.1], [-0.2, 0.0, -0.1], [-0.3, 0.0, 0.1], [-0.2, 0.0, 0.8], [0.2, -0.1, -0.1], [0.5, -0.1, -0.2], [-0.3, -0.5, -0.2], [1.8, 0.8, 0.0], [0.1, -0.1, 0.7], [-0.1, 0.2, 0.3], [0.2, 0.0, 0.2], [-0.3, 0.3, -0.1], [-1.0, -0.6, 0.0], [-0.2, -0.2, -0.6], [-0.2, 0.2, 0.0], [0.0, -0.3, 0.0], [0.0, 0.1, 0.0], [0.0, 0.3, 0.0], [0.0, 0.2, 0.2], [0.1, 0.1, -0.3], [0.0, -0.1, 0.0], [-0.2, 0.1, 0.1], [0.1, -0.1, 0.1], [0.0, 0.1, -0.1], [0.0, 0.3, 0.5], [-0.8, -0.7, -0.3], [0.4, 0.5, -0.6], [0.3, -0.2, -0.2], [-0.3, 0.0, 0.0], [0.0, 0.2, 0.1], [0.5, 0.0, -0.2], [-0.1, -0.4, 0.0], [0.1, 0.1, 0.2], [-0.1, -0.2, 0.2], [-0.1, -0.1, 0.1], [0.2, 0.2, 0.2]], "mulliken_charge": [1.792, -0.388, -0.438, -0.534, -0.375, -0.275, -0.449, -1.434, 0.490, -0.628, 0.320, 0.413, 0.335, 0.208, -0.093, 0.243, -0.896, 0.141, -0.447, 0.427, 0.298, 0.038, 0.333, -0.119, 0.053, -1.225, 0.507, -0.553, 0.481, 0.316, 0.149, -0.064, 0.067, 0.301, -0.346, -0.375, -0.535, -0.066, 0.095, 0.341, 0.316, 0.272, 0.269, -1.089, 0.302, -0.600, 0.378, 0.260, 0.214, -0.237, 0.435, 0.337, -0.936, 0.905, -0.676, 0.165, 0.167, 0.380, -0.564, 0.219, 0.472, -0.632, 0.320, 0.288, -0.689, 0.320, 0.383, -0.680, 0.305, 0.329, -1.525, 0.760, -1.334, -0.456, 0.398, 0.363, 0.350, 0.148, 0.360, 0.250, 0.461, 0.183], "charge": -1, "e_tot_ha": -2294.72332, "multiplicity": 1, "gap_ev": 9.710, "lumo_ev": 2.525}


The records above give, respectively, energy above the lowest of the compared OMol25 structures with the same formula, charge and spin values of 6.7278 7.6027 3.7391 17.5283 0.0617 eV.